Entry a
{"formula": "C4H8N2", "method": "ωB97M-V with the def2-TZVPD basis set", "elements": ["C", "C", "C", "C", "H", "H", "H", "H", "H", "H", "H", "H", "N", "N"], "positions_angstrom": [[0.255, 1.653, 1.483], [0.136, 0.347, 0.661], [0.016, 0.267, -0.655], [-0.144, -1.110, -1.246], [0.221, 2.516, 0.611], [-0.590, 1.723, 2.268], [1.194, 1.515, 1.961], [-0.235, -0.239, 1.457], [0.424, 1.022, -1.414], [0.216, -1.272, 0.773], [-0.180, -3.059, -0.296], [-0.470, -0.228, -2.919], [-0.400, -1.924, -0.203], [-0.443, -1.211, -2.481]]}

=====

Entry b
{"formula": "C4H8N2", "method": "ωB97M-V with the def2-TZVPD basis set", "elements": ["C", "N", "C", "C", "C", "N", "H", "H", "H", "H", "H", "H", "H", "H"], "positions_angstrom": [[-0.277, 1.305, 0.535], [-0.390, 0.037, -0.165], [-1.547, -0.803, 0.123], [0.652, -0.451, -0.797], [2.085, -0.165, -0.476], [2.494, 0.630, 0.398], [-1.125, 1.428, 1.212], [-0.251, 2.129, -0.182], [0.712, 1.303, 1.041], [-1.477, -1.145, 1.163], [-1.539, -1.676, -0.533], [-2.479, -0.249, -0.010], [0.461, -1.385, -1.330], [2.681, -0.958, -0.979]]}

=====

Energies relative to the most stable structure are entry a 0.0325; entry b 0.0000, reported in hartree.

=====

Entry a
{"formula": "C4H8N2", "method": "ωB97M-V with the def2-TZVPD basis set", "elements": ["C", "C", "N", "C", "C", "N", "H", "H", "H", "H", "H", "H", "H", "H"], "positions_angstrom": [[0.757, -1.831, 0.822], [0.241, 0.487, -1.483], [-0.777, 0.962, -0.762], [-0.842, 1.701, 0.336], [1.772, 0.282, 1.930], [1.327, -0.684, 1.434], [-0.314, -1.667, 0.677], [0.914, -2.703, 1.461], [1.220, -1.991, -0.154], [1.248, 0.769, -1.210], [0.010, -0.032, -2.401], [-1.687, 0.694, -1.124], [-1.816, 1.919, 0.748], [0.075, 2.035, 0.801]]}

=====

Entry b
{"formula": "C4H8N2", "method": "ωB97M-V with the def2-TZVPD basis set", "elements": ["C", "N", "C", "C", "C", "N", "H", "H", "H", "H", "H", "H", "H", "H"], "positions_angstrom": [[1.575, 0.462, -0.042], [1.618, -1.017, 0.142], [0.670, -1.085, -0.919], [0.615, 0.224, -1.184], [-2.201, 0.158, 0.536], [-1.300, 0.407, 1.391], [2.548, 0.873, -0.312], [1.188, 0.980, 0.834], [1.275, -1.320, 1.049], [0.233, -1.985, -1.329], [0.172, 0.851, -1.945], [-2.415, -0.880, 0.280], [-2.788, 0.913, 0.002], [-1.191, 1.417, 1.498]]}

=====

Entry c
{"formula": "C4H8N2", "method": "ωB97M-V with the def2-TZVPD basis set", "elements": ["C", "C", "C", "C", "N", "N", "H", "H", "H", "H", "H", "H", "H", "H"], "positions_angstrom": [[-1.260, -0.683, -1.489], [-1.086, 0.828, -1.611], [-1.479, 2.218, -1.305], [1.007, -2.111, 0.114], [-0.501, -0.929, -2.423], [-0.277, 0.601, -2.582], [-1.703, -1.406, -0.765], [-2.130, 2.690, -2.084], [-1.975, 2.252, -0.331], [-0.610, 2.908, -1.419], [1.163, -1.563, -0.858], [0.322, -1.432, 0.653], [1.945, -1.949, 0.616], [0.776, -3.143, -0.159]]}

=====

Entry d
{"formula": "C4H8N2", "method": "ωB97M-V with the def2-TZVPD basis set", "elements": ["C", "N", "C", "C", "C", "N", "H", "H", "H", "H", "H", "H", "H", "H"], "positions_angstrom": [[-0.292, 1.325, 0.513], [-0.398, 0.050, -0.180], [-1.524, -0.810, 0.160], [0.645, -0.434, -0.815], [2.088, -0.178, -0.494], [2.462, 0.467, 0.508], [-1.165, 1.467, 1.153], [-0.234, 2.139, -0.215], [0.666, 1.307, 1.068], [-1.453, -1.065, 1.225], [-1.466, -1.733, -0.421], [-2.478, -0.312, -0.027], [0.446, -1.361, -1.357], [2.704, -0.861, -1.117]]}

=====

Energies relative to the most stable structure are entry a 0.0281; entry b 0.0000; entry c 0.0657; entry d 0.0246, reported in hartree.

=====

Entry a
{"formula": "C4H8N2", "method": "ωB97M-V with the def2-TZVPD basis set", "elements": ["C", "N", "C", "C", "C", "N", "H", "H", "H", "H", "H", "H", "H", "H"], "positions_angstrom": [[-1.774, -0.345, 0.043], [-1.406, 1.051, 0.273], [-0.758, 0.313, -0.813], [0.684, -0.099, -0.933], [1.572, 0.492, 0.097], [1.182, -0.801, 0.705], [-2.780, -0.508, -0.337], [-1.425, -1.085, 0.761], [-0.793, 1.103, 1.085], [-1.099, 0.630, -1.800], [0.742, -1.292, -0.274], [1.204, 1.333, 0.687], [2.632, 0.598, -0.141], [2.019, -1.390, 0.646]]}

=====

Entry b
{"formula": "C4H8N2", "method": "ωB97M-V with the def2-TZVPD basis set", "elements": ["C", "C", "N", "C", "C", "N", "H", "H", "H", "H", "H", "H", "H", "H"], "positions_angstrom": [[-2.305, -0.441, -0.456], [-1.357, -1.077, 0.235], [0.046, -1.058, -0.057], [0.636, 0.075, 0.052], [2.178, 0.006, -0.256], [0.161, 1.314, 0.378], [-3.356, -0.609, -0.243], [-2.054, 0.241, -1.261], [-1.639, -1.771, 1.024], [2.722, 0.463, 0.575], [2.507, -1.028, -0.378], [2.372, 0.564, -1.174], [0.828, 1.994, 0.717], [-0.738, 1.327, 0.844]], "smiles": "C=C/N=C(/C)N"}

=====

Energies relative to the most stable structure are entry a 0.1767; entry b 0.0000, reported in hartree.

=====

Entry a
{"formula": "C4H8N2", "method": "ωB97M-V with the def2-TZVPD basis set", "elements": ["C", "C", "N", "C", "C", "N", "H", "H", "H", "H", "H", "H", "H", "H"], "positions_angstrom": [[-1.915, -0.434, -0.407], [-0.662, -0.453, 0.459], [0.184, 0.643, -0.065], [1.567, 0.453, -0.579], [2.231, 0.245, 0.693], [2.539, 0.123, 1.799], [-1.592, -0.480, -1.450], [-2.434, 0.522, -0.268], [-2.615, -1.248, -0.203], [-0.944, -0.346, 1.525], [-0.155, -1.427, 0.417], [0.057, 1.487, 0.482], [2.021, 1.312, -1.126], [1.717, -0.396, -1.278]], "smiles": "CCNCC#N"}

=====

Entry b
{"formula": "C4H8N2", "method": "ωB97M-V with the def2-TZVPD basis set", "elements": ["C", "N", "C", "C", "C", "N", "H", "H", "H", "H", "H", "H", "H", "H"], "positions_angstrom": [[-1.091, 1.319, 1.235], [-0.373, 0.068, 0.837], [0.623, -0.100, -0.382], [1.421, -1.431, -0.710], [-0.449, 0.129, -1.300], [-1.376, 0.287, -1.970], [-0.827, 2.209, 0.652], [-0.857, 1.524, 2.288], [-2.197, 1.267, 1.183], [-1.015, -0.712, 0.928], [1.389, 0.697, -0.399], [1.933, -1.372, -1.693], [2.224, -1.644, 0.005], [0.771, -2.304, -0.792]], "smiles": "CN[C@@H](C)C#N"}

=====

Entry c
{"formula": "C4H8N2", "method": "ωB97M-V with the def2-TZVPD basis set", "elements": ["C", "C", "N", "N", "C", "C", "H", "H", "H", "H", "H", "H", "H", "H"], "positions_angstrom": [[1.375, -0.402, 0.131], [0.935, 1.059, -0.137], [-0.141, 1.738, -0.094], [-1.411, 0.855, -0.351], [-1.080, -0.402, -0.703], [-1.417, 0.029, 0.803], [1.986, -0.662, 0.928], [1.013, -1.400, -0.160], [2.112, -0.595, -0.694], [1.841, 1.654, -0.038], [-0.224, -0.859, -1.064], [-1.882, -0.832, -1.347], [-0.562, 0.063, 1.466], [-2.544, -0.246, 1.260]], "smiles": "C/C=N\\N1CC1"}

=====

Entry d
{"formula": "C4H8N2", "method": "ωB97M-V with the def2-TZVPD basis set", "elements": ["C", "C", "N", "C", "C", "N", "H", "H", "H", "H", "H", "H", "H", "H"], "positions_angstrom": [[1.954, 0.023, 0.275], [0.535, 0.454, 0.044], [-0.208, -0.268, -0.845], [-1.627, -0.130, -0.867], [-2.139, -0.252, 0.610], [-1.478, -0.031, 1.616], [2.619, 0.238, -0.574], [2.009, -1.054, 0.475], [2.359, 0.541, 1.147], [-0.432, 0.181, 1.770], [0.340, 1.527, -0.014], [0.086, -1.237, -0.924], [-2.089, -0.866, -1.529], [-1.930, 0.872, -1.183]]}

=====

Energies relative to the most stable structure are entry a 0.0000; entry b 0.0229; entry c 0.1786; entry d 0.0856, reported in hartree.

=====

Entry a
{"formula": "C4H8N2", "method": "ωB97M-V with the def2-TZVPD basis set", "elements": ["C", "N", "N", "C", "C", "C", "H", "H", "H", "H", "H", "H", "H", "H"], "positions_angstrom": [[2.371, 0.602, 0.030], [2.110, -0.610, -0.133], [0.773, -0.917, -0.259], [-0.289, -0.144, 0.329], [-1.360, 0.823, -0.315], [-1.670, -0.657, 0.064], [3.400, 0.794, -0.066], [1.638, 1.362, 0.218], [0.593, -1.918, -0.165], [-0.073, 0.161, 1.387], [-1.640, 1.064, -1.454], [-1.722, 1.704, 0.309], [-1.695, -1.316, -0.763], [-2.436, -0.948, 0.818]], "smiles": "C=NNC1CC1"}

=====

Entry b
{"formula": "C4H8N2", "method": "ωB97M-V with the def2-TZVPD basis set", "elements": ["H", "N", "C", "N", "C", "C", "C", "H", "H", "H", "H", "H", "H", "H"], "positions_angstrom": [[1.851, 1.609, 0.108], [0.804, 1.347, 0.107], [0.768, 0.047, 0.090], [1.971, -0.684, 0.033], [-0.542, -0.645, -0.096], [-1.517, 0.247, -0.757], [-1.695, -0.189, 0.736], [2.812, -0.265, -0.458], [1.925, -1.751, -0.123], [-0.468, -1.717, -0.577], [-2.332, -0.245, -1.460], [-1.364, 1.397, -0.742], [-1.515, 0.549, 1.482], [-2.418, -0.976, 0.953]], "smiles": "[H]/N=C(\\N)C1CC1"}

=====

Energies relative to the most stable structure are entry a 0.0495; entry b 0.0000, reported in hartree.

=====

Entry a
{"formula": "C4H8N2", "method": "ωB97M-V with the def2-TZVPD basis set", "elements": ["H", "N", "C", "C", "N", "C", "C", "H", "H", "H", "H", "H", "H", "H"], "positions_angstrom": [[1.751, -2.093, 0.240], [2.178, -1.148, 0.132], [1.215, -0.330, -0.074], [1.451, 1.140, -0.001], [-0.114, -0.700, -0.315], [-1.202, 0.111, -0.096], [-2.466, -0.288, 0.141], [1.021, 1.689, -0.868], [1.011, 1.562, 0.967], [2.495, 1.401, -0.007], [-0.308, -1.704, -0.352], [-0.976, 1.182, -0.191], [-3.191, 0.489, 0.306], [-2.865, -1.310, 0.119]], "smiles": "[H]/N=C(/C)NC=C"}

=====

Entry b
{"formula": "C4H8N2", "method": "ωB97M-V with the def2-TZVPD basis set", "elements": ["N", "C", "C", "C", "C", "N", "H", "H", "H", "H", "H", "H", "H", "H"], "positions_angstrom": [[2.150, 0.674, 0.583], [1.496, 0.224, -0.659], [0.387, -0.687, -0.215], [-0.862, -0.306, -0.015], [-2.100, 0.285, -0.462], [-2.048, -0.789, 0.581], [2.528, -0.159, 1.041], [1.385, 0.966, 1.190], [2.246, -0.260, -1.299], [1.126, 1.107, -1.192], [0.705, -1.621, 0.244], [-2.444, -0.110, -1.414], [-2.463, 1.274, -0.205], [-2.148, -0.353, 1.500]], "smiles": "NC/C=C1\\CN1"}

=====

Entry c
{"formula": "C4H8N2", "method": "ωB97M-V with the def2-TZVPD basis set", "elements": ["C", "C", "C", "N", "C", "N", "H", "H", "H", "H", "H", "H", "H", "H"], "positions_angstrom": [[-1.859, 0.246, 0.109], [-0.612, -0.635, -0.056], [1.004, 0.112, 0.342], [2.169, -0.566, -0.086], [0.937, 1.482, -0.122], [0.786, 2.533, -0.590], [-1.682, 1.242, -0.305], [-2.195, 0.366, 1.150], [-2.706, -0.190, -0.442], [-0.743, -1.573, 0.530], [-0.394, -0.886, -1.076], [0.423, -0.175, 1.186], [2.315, -0.629, -1.087], [2.556, -1.327, 0.446]], "smiles": "CC[C@@H](N)C#N"}

=====

Energies relative to the most stable structure are entry a 0.0000; entry b 0.0662; entry c 0.0563, reported in hartree.